Below is a 4-piece molecular cluster, C13H29B3N3O9P overall, with properties calculated with the ωB97M-V functional and the def2-TZVPD basis.

**Total charge**: 0
**ΔE to the lowest compared entry with this formula, charge and spin**: 10.067 eV
**Structure (SMILES)**: C#CCB1OB(COO)OB([PH2]=O)O1.CN(C)C=O.CN(C)C=O.CN(C)C=O
**2S+1**: 1
**LUMO**: -0.51 eV
**HOMO-LUMO gap**: 8.57 eV

Atoms and positions in Å:
1 C 1.062 0.752 5.227
2 C -0.241 0.605 5.436
3 C -1.853 0.735 5.664
4 B -2.450 1.202 4.226
5 O -2.808 0.323 3.116
6 B -1.924 0.790 2.030
7 C -0.906 -0.205 1.206
8 O 0.108 0.658 0.570
9 O 0.840 -0.058 -0.310
10 O -1.863 2.217 1.643
11 B -1.570 2.875 2.933
12 P 0.015 3.889 3.312
13 O 0.127 3.986 4.883
14 O -2.601 2.651 3.962
15 H 2.146 1.092 4.999
16 H -2.018 1.618 6.402
17 H -2.274 -0.253 6.074
18 H -1.451 -0.881 0.450
19 H -0.392 -0.893 1.996
20 H 1.318 0.613 -0.876
21 H 0.029 5.190 2.698
22 H 1.149 3.061 2.915
23 C 3.359 -0.082 1.621
24 O 3.474 1.102 1.890
25 N 4.376 -0.908 1.229
26 C 4.155 -2.308 0.926
27 C 5.716 -0.368 1.112
28 H 2.385 -0.594 1.676
29 H 4.766 -2.917 1.598
30 H 4.448 -2.498 -0.110
31 H 3.104 -2.576 1.056
32 H 6.027 0.030 2.081
33 H 5.711 0.447 0.383
34 H 6.415 -1.142 0.791
35 C -1.083 -4.138 -1.422
36 O -0.265 -4.441 -0.570
37 N -0.836 -3.352 -2.513
38 C -1.865 -3.037 -3.484
39 C 0.496 -2.816 -2.705
40 H -2.126 -4.492 -1.372
41 H -1.551 -3.402 -4.465
42 H -1.997 -1.955 -3.521
43 H -2.815 -3.505 -3.215
44 H 1.207 -3.644 -2.780
45 H 0.761 -2.201 -1.841
46 H 0.540 -2.211 -3.613
47 C -2.937 0.367 -3.988
48 O -3.077 -0.512 -4.822
49 N -2.457 1.622 -4.234
50 C -2.320 2.612 -3.185
51 C -2.072 1.976 -5.586
52 H -3.199 0.205 -2.929
53 H -2.932 3.482 -3.436
54 H -1.271 2.910 -3.113
55 H -2.645 2.211 -2.223
56 H -2.937 1.865 -6.245
57 H -1.285 1.296 -5.924
58 H -1.710 3.005 -5.626

---

Below is a 12-piece molecular cluster, C6H38N2O11 overall, with properties calculated with the ωB97M-V functional and the def2-TZVPD basis.

**Total charge**: +1
**ΔE to the lowest compared entry with this formula, charge and spin**: 2.535 eV
**2S+1**: 2
**LUMO (alpha / beta)**: -2.79 / -8.21 eV
**HOMO-LUMO gap (alpha / beta)**: 10.16 / 4.74 eV

Atoms and positions in Å:
1 C 1.890 -2.581 -2.305
2 C 1.139 -1.252 -2.445
3 N -0.080 -1.354 -1.663
4 C -1.669 2.008 -2.335
5 C -0.954 0.755 -2.826
6 C -0.556 0.038 -1.461
7 C 0.360 0.993 -0.606
8 N 0.066 1.448 0.738
9 H 2.820 -2.552 -2.844
10 H 2.135 -2.993 -1.321
11 H 1.429 -3.441 -2.820
12 H 1.754 -0.395 -2.208
13 H 0.824 -1.381 -3.510
14 H 0.119 -1.930 -0.850
15 H -2.330 1.963 -1.504
16 H -2.195 2.550 -3.138
17 H -0.824 2.675 -2.029
18 H -1.868 0.369 -3.330
19 H -0.033 0.765 -3.464
20 H -1.609 0.075 -1.018
21 H 1.381 0.625 -0.440
22 H 0.550 1.993 -1.046
23 H 0.694 1.013 1.422
24 H -0.812 1.100 1.120
25 H 1.555 1.299 3.899
26 H 3.030 1.426 3.758
27 O 2.249 1.543 3.233
28 H -0.750 3.859 0.407
29 H 0.001 5.005 -0.158
30 O -0.797 4.862 0.422
31 H -4.881 -0.144 -0.578
32 H -3.687 -1.079 -0.908
33 O -4.020 -0.465 -0.266
34 H -1.952 -2.342 -1.399
35 H -3.010 -2.347 -2.452
36 O -2.895 -2.434 -1.510
37 H 1.646 3.856 2.786
38 H 0.661 4.628 1.952
39 O 1.454 4.753 2.503
40 H 0.161 -1.087 1.880
41 H 0.575 -2.526 2.393
42 O 0.781 -1.569 2.436
43 H 4.169 -0.083 -1.234
44 H 4.336 0.716 -0.024
45 O 4.636 0.737 -0.918
46 H -2.424 -1.148 0.760
47 H -1.499 -2.373 0.711
48 O -1.457 -1.437 0.829
49 H -0.983 -0.163 5.257
50 H -0.341 -0.527 3.865
51 O -0.730 0.212 4.409
52 H -2.566 -3.484 1.345
53 H -1.980 -4.984 1.329
54 O -1.826 -4.033 1.080
55 H 3.193 0.186 1.768
56 H 2.270 -1.044 1.314
57 O 2.851 -0.306 0.996

---

Below is C10H19NSiW as an isolated structure, with properties calculated with the ωB97M-V functional and the def2-TZVPD basis.

**Total charge**: 0
**2S+1**: 3
**LUMO (alpha / beta)**: 0.69 / 0.04 eV
**HOMO-LUMO gap (alpha / beta)**: 6.63 / 8.29 eV

Atoms and positions in Å:
1 C 2.678 -0.829 1.482
2 C 1.883 -1.944 1.011
3 C 0.517 -1.657 1.339
4 C 0.510 -0.545 2.242
5 C 1.812 -0.028 2.321
6 W 1.532 -0.184 -0.224
7 N 0.295 1.245 0.316
8 C 2.042 -0.591 -2.175
9 C 0.890 -1.415 -1.667
10 H -0.328 -2.313 1.164
11 H 2.267 -2.833 0.509
12 H -0.353 -0.193 2.801
13 H 2.148 0.778 2.972
14 H 3.754 -0.709 1.372
15 H 1.228 -2.430 -1.426
16 H 1.773 0.121 -2.963
17 H 0.544 1.939 1.018
18 H -0.087 -1.336 -2.145
19 H 3.005 -1.028 -2.390
20 C -1.706 0.769 -2.122
21 Si -1.321 1.037 -0.311
22 C -1.758 2.704 0.359
23 C -2.378 -0.260 0.522
24 H -1.107 1.354 -2.834
25 H -2.749 1.128 -2.173
26 H -1.714 -0.279 -2.455
27 H -2.822 2.843 0.151
28 H -1.529 2.681 1.439
29 H -1.104 3.438 -0.142
30 H -3.390 0.127 0.312
31 H -2.296 -1.265 0.086
32 H -2.234 -0.326 1.609

---

| no. | molecular weight (g/mol) |
| --- | --- |
| 1 | 434.797 |
| 2 | 314.373 |
| 3 | 365.195 |